11 unconnected molecules or ions with the total composition C27H76N4O11 in a non-equilibrium geometry. Source: the OMol25 dataset; level of theory: ωB97M-V/def2-TZVPD.

Cartesian coordinates (Å):
C 30.17900 4.64000 0.25800
O 31.23400 5.00300 -0.49700
H 29.32300 4.13200 -0.24500
H 29.71900 5.50900 0.71300
H 30.53100 4.10100 1.14000
H 31.77200 5.72200 -0.09700
C 35.27600 4.37700 -0.65100
O 36.01400 3.62200 -1.54900
N 35.75300 5.31900 0.11600
N 34.10100 4.05600 -0.25800
H 36.64000 5.69500 0.07800
H 35.42200 5.34500 1.17600
H 33.42400 4.47800 0.33400
H 33.68600 3.41100 -0.94200
C 32.24800 2.20900 -2.61400
O 32.23900 0.87300 -2.90200
N 33.36700 2.84700 -2.51700
N 31.22700 2.89600 -2.33400
H 34.22300 2.32600 -2.75400
H 33.41700 3.91000 -2.61500
H 30.33300 2.43500 -2.49200
H 31.32600 3.76400 -1.81300
C 31.97800 0.69200 -6.14400
C 30.64200 1.37500 -6.49100
C 30.73300 2.91500 -6.47500
O 30.12500 1.13400 -7.60600
H 31.68900 -0.15000 -5.53400
H 32.70100 1.24700 -5.60200
H 32.53000 0.34900 -7.05600
H 30.02000 1.14400 -5.68200
H 31.38100 3.21200 -5.59600
H 29.82000 3.43700 -6.36400
H 31.16300 3.32200 -7.37800
H 30.56800 1.69300 -8.28000
C 28.66100 1.33800 -1.01200
C 29.06000 0.83800 -2.37400
C 28.05700 -0.26700 -2.78700
O 28.98400 1.65000 -3.32300
H 28.04000 2.11300 -1.10300
H 29.52800 1.63400 -0.45100
H 28.43500 0.50500 -0.42000
H 30.02300 0.38900 -2.30800
H 28.25700 -0.56600 -3.77000
H 27.07100 0.07800 -2.99900
H 27.93800 -1.05500 -2.00000
H 28.18400 2.20000 -3.22200
C 37.00000 -0.54800 -4.13500
C 35.73000 0.31500 -3.87800
C 35.58200 1.58900 -4.77500
O 34.60400 -0.23400 -3.96300
H 37.06900 -1.59100 -3.74300
H 37.83400 -0.00400 -3.69200
H 37.26800 -0.76300 -5.22500
H 35.85600 0.73300 -2.92400
H 36.07200 1.54100 -5.77400
H 36.00500 2.48800 -4.16500
H 34.54500 1.83700 -4.85700
H 33.83600 0.27500 -3.66300
C 31.74500 -2.02300 -3.66300
C 32.12100 -2.17700 -2.20900
C 30.86000 -2.44500 -1.35100
O 32.87200 -3.09900 -1.93700
H 32.62200 -1.74900 -4.22600
H 31.02800 -1.31300 -3.93400
H 31.46400 -3.05300 -4.07800
H 32.77800 -1.32000 -1.88600
H 30.01900 -1.70100 -1.36400
H 31.18600 -2.49900 -0.30000
H 30.47900 -3.40600 -1.62800
H 33.67300 -3.02000 -2.46200
C 34.65600 0.46300 -0.41100
C 35.20600 -0.97400 -0.48300
C 36.64400 -1.04900 -0.01700
O 34.56400 -1.90000 0.05200
H 35.33700 1.15100 -0.86400
H 34.80200 0.78400 0.61700
H 33.66700 0.46100 -0.89900
H 35.22000 -1.05600 -1.64300
H 36.67500 -1.00100 1.05800
H 37.11100 -0.14000 -0.33500
H 37.31600 -1.82700 -0.39300
H 33.86700 -2.23000 -0.50700
C 28.29500 4.72000 -3.17800
C 27.02300 4.30100 -3.89500
C 27.24000 4.10600 -5.35700
O 26.63900 3.22500 -3.33600
H 28.54000 5.69000 -3.51800
H 29.22500 4.18600 -3.28900
H 28.12000 4.76500 -2.07600
H 26.30600 5.07800 -3.72600
H 27.84700 3.23800 -5.48000
H 27.74300 4.91500 -5.79400
H 26.39900 3.90500 -5.94000
H 26.01500 3.44100 -2.66500
C 32.20800 2.09500 1.80400
C 31.23400 0.96100 1.88300
C 31.38000 0.20600 0.57300
O 31.21000 0.19300 2.86000
H 33.18600 1.55300 1.82800
H 31.98900 2.69700 2.65000
H 32.17000 2.65200 0.86100
H 30.24400 1.41100 1.77700
H 30.58500 -0.53500 0.53800
H 32.28000 -0.43200 0.58600
H 31.36800 0.91300 -0.34600
H 32.04600 -0.21800 2.85200
C 35.18900 5.90200 -4.04100
C 33.74100 5.98400 -3.66600
C 33.06000 5.14900 -4.72300
O 33.32600 5.58200 -2.58300
H 35.83300 6.03300 -3.19400
H 35.36600 6.75600 -4.71100
H 35.53600 5.00100 -4.53700
H 33.37900 7.02000 -3.78000
H 32.88500 5.73900 -5.48400
H 32.06400 4.81800 -4.29900
H 33.67400 4.23500 -4.95600
H 33.57200 6.27400 -1.90300

Atoms 1-6, force components in eV/Å:
-2.4710 0.0033 2.9704
2.6262 1.2502 -1.9630
1.2744 0.0320 -0.1329
-0.4038 0.5290 -0.0053
-0.3840 -0.7295 -0.1319
-0.9749 -0.7462 -0.3788

Calculated total energy   -57702.903 eV
Molecular weight   632.9 g/mol
ΔE to the lowest compared entry with this formula, charge and spin   9.127 eV
HOMO level   -8.63 eV
Net charge   0
Gap between HOMO and LUMO   8.117 eV
SMILES   NC(N)=O.NC(N)=O.CC(C)O.CC(C)O.CC(C)O.CC(C)O.CC(C)O.CC(C)O.CC(C)O.CC(C)O.CO
Maximum force   0.25266 Eh/bohr

---

A molecular structure, C25H50Cl2F6O24PPd in a non-equilibrium geometry. Source: the OMol25 dataset; level of theory: ωB97M-V/def2-TZVPD.

Cartesian coordinates (Å):
Pd -1.53953 3.39548 0.56801
P -0.32792 -0.06538 0.51782
F -0.84152 -0.25937 -1.00192
F 1.15059 -0.04293 -0.12850
F -0.55208 1.55023 0.30596
F 0.23463 0.13308 2.03690
F -1.87959 -0.12739 0.97170
F -0.10146 -1.64237 0.82151
C 4.14825 -1.11206 -1.96418
O 4.49256 -2.49279 -2.05052
C 5.69710 -2.87078 -1.64286
O 6.52289 -2.17237 -1.11905
O 5.80723 -4.17088 -1.86437
C 7.04114 -4.76502 -1.49136
H 3.68081 -0.92166 -1.00165
H 3.48897 -0.89288 -2.79775
H 5.08419 -0.55295 -2.01254
H 6.88532 -5.83741 -1.59848
H 7.32825 -4.52348 -0.47189
H 7.85093 -4.53942 -2.18654
C 2.38897 2.71240 -1.60977
O 2.04976 4.07286 -1.90618
C 0.85265 4.49493 -1.68569
O -0.03341 3.83908 -1.14577
O 0.73729 5.73949 -2.13075
C -0.57791 6.30593 -2.08777
H 3.46750 2.59197 -1.67388
H 1.89622 2.01373 -2.27950
H 2.16474 2.50879 -0.56206
H -0.51203 7.23371 -2.65091
H -0.96348 6.46760 -1.08543
H -1.23668 5.68499 -2.69803
C -1.62681 1.50373 -3.35779
O -2.50322 2.63810 -3.44395
C -2.88044 3.31925 -2.40351
O -2.74612 2.97372 -1.23278
O -3.52970 4.39054 -2.80194
C -4.00552 5.27516 -1.79472
H -1.96251 0.67306 -2.74811
H -0.68060 1.86958 -2.94230
H -1.35781 1.22140 -4.37005
H -4.54899 4.71564 -1.03316
H -4.69820 5.98238 -2.24016
H -3.20190 5.84984 -1.33233
C 0.83005 -2.67756 -2.50995
O -0.34453 -3.28915 -2.99734
C -1.02578 -2.59890 -3.90951
O -0.72437 -1.52823 -4.34420
O -2.15398 -3.23344 -4.21735
C -2.49064 -4.53844 -3.71190
H 0.67317 -1.61355 -2.33028
H 1.70930 -2.77879 -3.15035
H 1.08130 -3.14749 -1.56062
H -2.12515 -5.27582 -4.42561
H -3.57284 -4.61316 -3.78101
H -2.16318 -4.69848 -2.69150
C -7.09484 -4.54718 -0.47104
O -5.84144 -4.22549 -1.07916
C -5.15494 -3.25659 -0.50907
O -5.52513 -2.50885 0.35660
O -3.95633 -3.21413 -1.07737
C -2.99235 -2.35699 -0.49495
H -7.68612 -5.09883 -1.19423
H -7.60688 -3.65346 -0.12474
H -6.91122 -5.20325 0.38028
H -3.34241 -1.32691 -0.59326
H -2.01913 -2.39479 -0.96920
H -2.91582 -2.48905 0.58396
C 2.84157 -2.47122 0.98055
O 3.43113 -3.74512 0.91170
C 3.56292 -4.45346 2.01897
O 3.21689 -4.13322 3.12452
O 4.18855 -5.58126 1.70868
C 4.25829 -6.56802 2.73292
H 3.53883 -1.65352 1.17387
H 2.10608 -2.43960 1.78756
H 2.27286 -2.32555 0.06831
H 3.31268 -6.73985 3.23785
H 5.07478 -6.39575 3.43106
H 4.52673 -7.48191 2.20333
C -3.36681 0.73138 3.76537
O -3.00685 1.91455 4.49541
C -2.30934 2.84166 3.91676
O -1.76063 2.70353 2.82462
O -2.18536 3.87313 4.70549
C -1.46342 5.00917 4.27487
H -3.72000 0.00783 4.49361
H -2.50735 0.31081 3.24632
H -4.18932 0.96198 3.09034
H -1.90992 5.56623 3.44622
H -0.46652 4.70236 3.95556
H -1.41982 5.68230 5.12514
C 2.46350 2.30066 2.47425
O 2.55951 3.72979 2.42019
C 1.50125 4.36095 1.98185
O 0.48424 3.83023 1.60411
O 1.78829 5.64247 1.97375
C 0.82170 6.58735 1.58362
H 1.65085 2.03935 3.14843
H 3.42156 1.89039 2.77981
H 2.28172 1.81376 1.51239
H 0.43448 6.40188 0.57722
H 1.21567 7.59679 1.60746
H -0.05613 6.53920 2.23500
C -0.26051 -2.87469 3.44403
Cl -2.02567 -2.77962 3.27696
Cl 0.21496 -4.39439 4.21575
H 0.15602 -2.80394 2.45038
H 0.01326 -2.09563 4.14381

Atoms 1-6, force components in eV/Å:
1.2629 -0.2740 -0.0193
-0.1958 -3.2832 0.3039
-0.1633 -0.2526 0.1009
0.3401 1.2546 0.7023
0.9103 0.8990 0.0406
-0.4612 1.3066 -0.8432

Calculated total energy   -129991.196 eV
Molecular weight   1056.9 g/mol
Multiplicity   3
HOMO level (spin up / spin down)   -11.93 / -11.93 eV
Net charge   +1
<S²>   2.00
Gap between HOMO and LUMO (spin up / spin down)   7.910 / 4.740 eV
Maximum force   0.06423 Eh/bohr